ORCA calculation (ωB97M-V with the def2-TZVPD basis set) on a molecular structure, C20H7F11N4O6S3Sr.

Positions of all 52 atoms, in Å:
Sr1 -0.37228 -0.61803 0.81825
O1 -1.72570 1.47500 -6.89651
N1 -1.33619 0.47884 -6.32764
O2 -0.81616 -0.47654 -6.87027
C1 -1.54638 0.40340 -4.86906
C2 -2.65127 1.00744 -4.39758
C3 -2.98924 0.91406 -3.01385
C4 -4.15313 1.50448 -2.49316
C5 -4.42898 1.36896 -1.16122
C6 -3.53877 0.63507 -0.36865
N2 -2.44709 0.05900 -0.83024
C7 -2.15397 0.20649 -2.14052
C8 -0.92835 -0.37502 -2.65201
N3 -0.11039 -0.97161 -1.76289
C9 1.01251 -1.51783 -2.18630
C10 1.40750 -1.48521 -3.52579
C11 0.59730 -0.87297 -4.44391
C12 -0.62039 -0.30218 -4.02207
H1 -3.29642 1.54849 -5.07604
H2 -4.80935 2.06221 -3.14958
H3 -5.30456 1.81581 -0.71346
H4 -3.72825 0.53184 0.69333
H5 1.63656 -1.99592 -1.43926
H6 2.34506 -1.93358 -3.82092
H7 0.88233 -0.83371 -5.48266
F1 1.82058 -5.39087 1.64508
C13 1.13347 -4.89083 2.65678
F2 1.94587 -4.66924 3.68412
F3 0.19173 -5.75267 3.01647
S1 0.32095 -3.28895 2.16034
O3 0.22568 -3.32492 0.71174
O4 -0.90617 -3.18864 2.89002
N4 1.24575 -2.08963 2.61829
S2 2.55520 -1.73199 1.78913
O5 3.29131 -2.84031 1.27244
O6 2.23319 -0.63073 0.88219
C14 3.58426 -0.97903 3.11824
F4 3.81365 -1.87897 4.06243
F5 2.97240 0.07268 3.64190
F6 4.73522 -0.59780 2.57880
F7 2.18420 4.05360 5.53957
C15 1.52789 3.64561 4.45179
C16 1.00908 2.36623 4.38417
F8 1.15579 1.52634 5.41081
C17 0.34126 1.97286 3.24272
F9 -0.13662 0.69481 3.21944
C18 0.14221 2.78791 2.13520
S3 -0.73806 2.26040 0.72185
C19 0.67670 4.07179 2.24794
F10 0.53883 4.94235 1.24541
C20 1.35726 4.49701 3.37395
F11 1.85397 5.73452 3.43119

Atoms 1-6, force components in eV/Å:
-0.17 0.62 0.01
-0.01 -0.01 0.02
0.02 0.01 -0.03
0.00 0.00 0.03
-0.02 0.02 -0.02
0.01 -0.01 -0.02

Computed properties:
2S+1   1
ΔE to the lowest compared entry with this formula, charge and spin   10.9 kcal per mole
HOMO   -0.285 hartree
Kohn-Sham gap   0.2272 hartree